--- A ---
This record from the Open Molecules 2025 dataset describes the molecule C7H17N. The level of theory is ωB97M-V/def2-TZVPD.

Results
frontier orbital gap	0.347	Ha
LUMO energy	1.11	eV
SMILES	CCCCCN(C)C

CARTESIAN COORDINATES (ANGSTROEM)
C 1.47 3.48 0.01
C 0.27 2.66 -0.43
C 0.73 1.29 -1.01
C 0.57 0.06 -0.13
C -0.72 -0.74 -0.12
N -0.61 -1.97 0.69
C -1.87 -2.40 1.31
C 0.02 -3.03 -0.06
H 2.19 2.93 0.61
H 2.02 3.81 -0.88
H 1.26 4.41 0.58
H -0.40 2.51 0.42
H -0.49 3.16 -1.02
H 0.17 1.19 -1.96
H 1.79 1.39 -0.99
H 1.42 -0.54 -0.53
H 0.95 0.42 0.84
H -1.23 -1.01 -1.05
H -1.40 0.01 0.33
H -1.96 -3.48 1.34
H -2.76 -2.32 0.66
H -1.93 -1.87 2.29
H -0.55 -3.98 -0.09
H 1.03 -3.26 0.30
H 0.05 -2.72 -1.11

--- B ---
This record from the Open Molecules 2025 dataset describes the molecule C7H17N. The level of theory is ωB97M-V/def2-TZVPD.

Results
frontier orbital gap	0.369	Ha
LUMO energy	0.98	eV
SMILES	CC[C@@](C)(N)C(C)C

CARTESIAN COORDINATES (ANGSTROEM)
C 2.25 0.79 1.23
C 1.51 -0.35 0.54
C -0.05 -0.20 0.41
C -0.70 -1.35 1.21
N -0.52 1.06 1.01
C -0.48 -0.27 -1.10
C -2.00 -0.42 -1.32
C 0.03 0.92 -1.93
H 2.11 1.74 0.71
H 1.94 0.90 2.27
H 3.33 0.58 1.24
H 1.75 -1.27 1.08
H 1.96 -0.48 -0.45
H -1.79 -1.27 1.24
H -0.44 -2.32 0.77
H -0.35 -1.35 2.25
H -0.31 1.07 2.01
H -1.54 1.13 0.94
H -0.02 -1.17 -1.53
H -2.31 -1.46 -1.16
H -2.28 -0.16 -2.34
H -2.58 0.22 -0.65
H -0.42 1.86 -1.60
H 1.12 1.02 -1.87
H -0.22 0.78 -2.99

--- C ---
This record from the Open Molecules 2025 dataset describes the molecule C7H17N. The level of theory is ωB97M-V/def2-TZVPD.

Results
frontier orbital gap	0.335	Ha
LUMO energy	1.13	eV
SMILES	CCCN(CC)CC

CARTESIAN COORDINATES (ANGSTROEM)
C 1.91 1.89 -2.11
C 1.65 0.79 -1.09
C 0.06 0.89 -0.90
N -0.46 0.03 0.19
C -1.44 -0.99 -0.20
C -1.06 -2.49 0.02
C -0.42 0.55 1.52
C -0.30 -0.62 2.60
H 1.12 2.69 -1.97
H 2.89 2.48 -1.75
H 1.71 1.62 -3.13
H 1.83 -0.20 -1.45
H 2.15 0.86 -0.02
H -0.14 2.02 -0.70
H -0.44 0.82 -1.96
H -1.82 -0.92 -1.26
H -2.49 -0.73 0.28
H -0.02 -2.73 -0.46
H -1.11 -2.66 1.02
H -1.52 -3.24 -0.59
H 0.60 1.02 1.44
H -1.25 1.22 1.88
H -0.73 -0.38 3.62
H 0.79 -0.77 2.66
H -0.82 -1.48 2.20

Bottom line: B, by a margin of 0.0725 hartree.

--- A ---
This record from the Open Molecules 2025 dataset describes a cluster of 3 separate species, C4H10OS2 in total. The level of theory is ωB97M-V/def2-TZVPD.

Results
frontier orbital gap	0.098	Ha
LUMO energy	-3.56	eV

CARTESIAN COORDINATES (ANGSTROEM)
C -0.48 -2.10 1.55
C -1.65 -2.16 2.28
O 0.03 -1.34 4.73
C 0.51 -3.05 1.47
S 0.76 0.95 -1.01
S -0.36 1.86 -2.38
C 0.90 2.59 -3.47
H 0.43 -4.00 1.97
H -0.36 -1.25 0.90
H -2.43 -1.45 2.02
H -2.01 -3.09 2.72
H -0.49 -1.56 3.94
H -0.25 -2.00 5.38
H 1.26 -2.97 0.69
H 1.28 1.80 -4.11
H 1.66 3.02 -2.84
H 0.46 3.32 -4.14

--- B ---
This record from the Open Molecules 2025 dataset describes the molecule C4H10OS2. The level of theory is ωB97M-V/def2-TZVPD.

Results
frontier orbital gap	0.305	Ha
LUMO energy	-0.81	eV
SMILES	CSSCCCO

CARTESIAN COORDINATES (ANGSTROEM)
C 2.45 -1.38 -1.52
S 0.71 -0.83 -1.63
S -0.50 -1.69 0.29
C -0.19 -0.32 1.31
C -0.42 1.10 0.75
C -1.65 1.23 -0.10
O -2.93 0.97 0.52
H 2.79 -1.70 -2.51
H 3.00 -0.43 -1.41
H 2.59 -2.09 -0.70
H -0.78 -0.46 2.27
H 0.87 -0.38 1.54
H 0.42 1.36 0.12
H -0.52 1.77 1.57
H -1.56 2.20 -0.63
H -1.54 0.50 -0.88
H -2.77 0.16 1.01

Bottom line: B, by a margin of 0.1304 hartree.

--- A ---
This record from the Open Molecules 2025 dataset describes a cluster of 2 separate species, C7H7N in total. The level of theory is ωB97M-V/def2-TZVPD.

Results
frontier orbital gap	0.372	Ha
LUMO energy	0.38	eV
SMILES	c1ccncc1.C#C

CARTESIAN COORDINATES (ANGSTROEM)
C 0.33 0.64 2.54
C -0.26 -0.55 2.04
C -0.58 -0.70 0.67
N -0.09 0.25 -0.22
C 0.72 1.27 0.21
C 0.79 1.64 1.65
H 0.18 1.23 3.55
H -0.72 -1.27 2.71
H -0.99 -1.66 0.17
H 0.88 2.02 -0.61
H 1.19 2.54 1.99
C -0.60 -1.57 -4.05
C -0.26 -1.01 -2.97
H -0.65 -2.21 -4.90
H -0.10 -0.70 -1.89

--- B ---
This record from the Open Molecules 2025 dataset describes the molecule C7H7N. The level of theory is ωB97M-V/def2-TZVPD.

Results
frontier orbital gap	0.363	Ha
LUMO energy	0.56	eV
SMILES	N#CC1=C[C@H]2C[C@@H]1C2

CARTESIAN COORDINATES (ANGSTROEM)
N 0.73 -2.53 -1.71
C 0.31 -1.61 -1.17
C -0.04 -0.47 -0.45
C -1.00 0.45 -0.65
C -0.79 1.46 0.48
C -0.62 0.44 1.63
C 0.67 0.05 0.82
C 0.77 1.52 0.45
H -1.79 0.45 -1.37
H -1.45 2.35 0.54
H -1.44 -0.27 1.68
H -0.27 0.87 2.60
H 1.55 -0.51 1.19
H 1.22 2.14 1.23
H 1.22 1.76 -0.57

--- C ---
This record from the Open Molecules 2025 dataset describes a cluster of 2 separate species, C7H7N in total. The level of theory is ωB97M-V/def2-TZVPD.

Results
frontier orbital gap	0.352	Ha
LUMO energy	0.64	eV
SMILES	c1ccncc1.C#C

CARTESIAN COORDINATES (ANGSTROEM)
C -0.45 1.31 0.24
C -1.28 0.73 -0.73
C -1.70 -0.63 -0.72
N -1.28 -1.46 0.22
C -0.27 -0.88 1.02
C 0.09 0.51 1.20
H 0.06 2.26 0.09
H -1.78 1.45 -1.47
H -2.75 -0.90 -1.34
H 0.41 -1.48 1.74
H 0.83 0.77 2.00
C 2.05 0.19 -0.65
C 1.97 -0.98 -0.67
H 1.93 1.23 -0.25
H 2.18 -2.12 -0.69

Bottom line: B, by a margin of 0.0653 hartree.

--- A ---
This record from the Open Molecules 2025 dataset describes a cluster of 2 separate species, C7H7N in total. The level of theory is ωB97M-V/def2-TZVPD.

Results
frontier orbital gap	0.381	Ha
LUMO energy	0.80	eV
SMILES	c1ccncc1.C#C

CARTESIAN COORDINATES (ANGSTROEM)
C 0.33 0.84 -0.18
C 0.03 -0.57 -0.06
C 1.09 -1.42 0.03
N 2.35 -0.98 0.14
C 2.62 0.33 0.20
C 1.63 1.33 -0.03
H -0.51 1.60 -0.49
H -1.05 -0.87 -0.05
H 0.95 -2.52 -0.16
H 3.75 0.46 0.26
H 1.83 2.38 -0.19
C -2.94 -0.52 -0.22
C -3.56 0.33 0.35
H -2.46 -1.68 -0.16
H -4.04 1.28 0.56

--- B ---
This record from the Open Molecules 2025 dataset describes a cluster of 2 separate species, C7H7N in total. The level of theory is ωB97M-V/def2-TZVPD.

Results
frontier orbital gap	0.309	Ha
LUMO energy	-0.19	eV

CARTESIAN COORDINATES (ANGSTROEM)
C 0.33 0.72 0.27
C 1.77 0.18 0.41
C 1.80 -1.10 -0.07
C 0.44 -1.57 -0.32
C -0.38 -0.49 -0.21
C -1.90 -0.43 0.06
C -3.08 -0.09 0.21
H 0.61 1.70 -1.35
H 1.75 2.31 -0.34
H 0.16 0.95 1.39
H 2.64 0.70 0.92
H 2.66 -1.64 -0.10
H 0.20 -2.80 -0.14
H -4.16 0.48 -0.14
N 0.33 2.13 -0.32

Bottom line: A, by a margin of 0.1323 hartree.

--- A ---
This record from the Open Molecules 2025 dataset describes a cluster of 5 separate species, C30H75N5O10 in total. The level of theory is ωB97M-V/def2-TZVPD.

Results
frontier orbital gap	0.320	Ha
LUMO energy	0.69	eV
SMILES	COCCNCCOC.COCCNCCOC.COCCNCCOC.COCCNCCOC.COCCNCCOC

CARTESIAN COORDINATES (ANGSTROEM)
C -2.66 6.42 1.10
O -1.32 6.40 1.53
C -1.18 6.71 2.87
C 0.12 6.17 3.40
N 0.23 6.32 4.83
C 1.48 5.89 5.42
C 1.66 6.36 6.85
O 0.71 5.84 7.75
C -0.32 6.74 8.08
H -2.66 6.51 0.02
H -3.20 7.25 1.58
H -3.18 5.49 1.38
H -2.00 6.22 3.43
H -1.26 7.79 3.10
H 0.92 6.81 3.00
H 0.30 5.17 2.98
H -0.61 6.09 5.34
H 2.28 6.32 4.81
H 1.59 4.79 5.42
H 1.83 7.43 6.95
H 2.64 5.95 7.16
H -0.98 6.93 7.23
H 0.09 7.70 8.40
H -0.90 6.29 8.88
C 1.57 2.43 3.02
O 0.97 2.87 1.83
C 1.62 2.33 0.69
C 0.72 2.47 -0.51
N -0.18 1.31 -0.64
C -1.21 1.12 0.35
C -2.31 2.17 0.27
O -2.99 2.03 -0.95
C -4.07 2.94 -1.09
H 1.24 3.08 3.84
H 2.66 2.45 2.99
H 1.18 1.44 3.30
H 1.83 1.26 0.85
H 2.62 2.77 0.59
H 1.31 2.46 -1.43
H 0.15 3.41 -0.46
H -0.47 1.20 -1.60
H -0.77 1.09 1.35
H -1.66 0.16 0.09
H -1.86 3.17 0.39
H -2.97 2.09 1.15
H -3.87 3.92 -0.64
H -4.97 2.50 -0.64
H -4.25 3.12 -2.15
C 5.10 -6.70 -3.53
O 3.83 -7.31 -3.74
C 3.20 -6.93 -4.92
C 2.22 -5.76 -4.78
N 2.76 -4.69 -3.90
C 2.19 -3.37 -4.25
C 2.79 -2.29 -3.36
O 2.07 -2.27 -2.16
C 2.75 -1.71 -1.08
H 5.45 -7.03 -2.55
H 4.99 -5.62 -3.46
H 5.78 -6.96 -4.34
H 2.63 -7.79 -5.30
H 3.94 -6.76 -5.73
H 1.33 -6.19 -4.31
H 2.01 -5.31 -5.75
H 2.34 -4.88 -2.99
H 1.11 -3.34 -4.04
H 2.34 -3.18 -5.31
H 2.72 -1.33 -3.90
H 3.87 -2.48 -3.24
H 3.16 -0.71 -1.29
H 3.59 -2.33 -0.74
H 2.06 -1.62 -0.24
C -0.63 -7.76 1.31
O -1.11 -6.46 1.14
C -0.19 -5.58 0.54
C 1.15 -5.43 1.23
N 1.12 -4.69 2.51
C 1.00 -3.24 2.26
C 0.36 -2.53 3.41
O -0.91 -3.05 3.62
C -1.61 -2.44 4.71
H -1.45 -8.38 1.69
H 0.14 -7.82 2.09
H -0.23 -8.21 0.40
H -0.70 -4.63 0.43
H 0.04 -5.93 -0.48
H 1.75 -4.79 0.57
H 1.66 -6.39 1.31
H 0.24 -4.94 2.96
H 0.41 -3.00 1.36
H 2.02 -2.86 2.10
H 0.43 -1.45 3.21
H 0.98 -2.61 4.32
H -2.65 -2.36 4.40
H -1.26 -1.41 4.85
H -1.53 -3.07 5.59
C -4.65 2.42 -4.79
O -3.34 2.71 -4.45
C -2.41 2.32 -5.43
C -1.07 2.04 -4.76
N -1.18 1.16 -3.59
C -1.46 -0.22 -3.97
C -1.20 -1.08 -2.75
O -1.35 -2.46 -3.03
C -1.45 -3.23 -1.85
H -4.98 2.99 -5.68
H -5.33 2.65 -3.97
H -4.79 1.37 -5.09
H -2.28 3.06 -6.22
H -2.75 1.38 -5.90
H -0.56 2.97 -4.51
H -0.43 1.54 -5.49
H -2.04 1.51 -3.17
H -0.84 -0.55 -4.80
H -2.52 -0.39 -4.24
H -1.83 -0.73 -1.92
H -0.16 -0.89 -2.45
H -2.46 -3.67 -1.81
H -1.38 -2.73 -0.88
H -0.69 -4.00 -1.95

--- B ---
This record from the Open Molecules 2025 dataset describes a cluster of 5 separate species, C30H75N5O10 in total. The level of theory is ωB97M-V/def2-TZVPD.

Results
frontier orbital gap	0.340	Ha
LUMO energy	0.63	eV
SMILES	COCCNCCOC.COCCNCCOC.COCCNCCOC.COCCNCCOC.COCCNCCOC

CARTESIAN COORDINATES (ANGSTROEM)
C -3.95 -3.63 -3.43
O -4.02 -3.13 -2.07
C -3.34 -1.85 -1.97
C -3.29 -1.46 -0.45
N -2.22 -0.54 0.01
C -2.35 0.68 -0.77
C -1.51 1.83 -0.33
O -0.12 1.72 -0.61
C 0.57 1.20 0.53
H -4.19 -4.69 -3.48
H -2.86 -3.70 -3.50
H -4.35 -3.14 -4.31
H -3.96 -1.15 -2.54
H -2.34 -2.03 -2.36
H -3.32 -2.30 0.24
H -4.21 -0.90 -0.33
H -1.40 -1.04 -0.29
H -3.32 1.15 -0.63
H -2.08 0.58 -1.82
H -1.76 2.27 0.63
H -1.90 2.52 -1.08
H 0.31 1.71 1.46
H 1.63 1.42 0.43
H 0.46 0.12 0.69
C 14.13 5.82 4.75
O 12.69 5.81 4.96
C 11.86 6.07 3.82
C 10.30 6.04 4.24
N 10.03 6.44 5.60
C 8.71 5.96 5.81
C 8.92 4.56 6.56
O 8.91 3.37 5.71
C 8.27 2.24 6.33
H 14.61 4.90 4.43
H 14.64 6.07 5.68
H 14.31 6.68 4.10
H 11.98 5.37 2.99
H 12.04 7.05 3.37
H 10.15 4.97 4.13
H 9.64 6.47 3.48
H 10.60 5.89 6.23
H 8.04 5.83 4.96
H 8.18 6.76 6.31
H 8.24 4.36 7.39
H 9.85 4.51 7.13
H 7.19 2.40 6.35
H 8.43 2.04 7.39
H 8.72 1.37 5.86
C -8.19 -9.63 -10.81
O -6.97 -8.90 -10.96
C -6.98 -8.12 -12.14
C -7.16 -8.80 -13.54
N -6.40 -10.00 -13.87
C -4.95 -9.86 -13.60
C -4.20 -11.19 -13.40
O -4.93 -12.02 -12.40
C -4.96 -11.57 -11.02
H -8.45 -10.40 -11.53
H -8.94 -8.84 -10.72
H -8.11 -10.21 -9.89
H -6.07 -7.53 -12.24
H -7.74 -7.37 -11.92
H -6.82 -8.21 -14.39
H -8.24 -9.00 -13.57
H -6.60 -10.72 -13.19
H -4.79 -9.43 -12.61
H -4.45 -9.11 -14.22
H -3.11 -11.14 -13.38
H -4.21 -11.70 -14.37
H -4.08 -11.02 -10.68
H -5.05 -12.43 -10.36
H -5.69 -10.82 -10.71
C 1.28 -7.10 6.95
O -0.12 -7.15 7.32
C -0.92 -6.07 6.93
C -1.15 -5.59 5.53
N -0.66 -4.29 5.23
C 0.79 -4.21 5.05
C 1.53 -5.00 3.91
O 1.06 -4.42 2.67
C 2.05 -3.95 1.78
H 1.37 -7.03 5.86
H 1.89 -7.91 7.35
H 1.57 -6.16 7.43
H -0.61 -5.27 7.60
H -1.84 -6.35 7.45
H -2.23 -5.57 5.41
H -0.59 -6.34 4.97
H -1.05 -4.02 4.34
H 1.29 -4.48 5.98
H 1.07 -3.16 5.09
H 1.38 -6.08 3.88
H 2.61 -5.07 3.98
H 2.37 -4.73 1.09
H 2.87 -3.42 2.26
H 1.46 -3.21 1.23
C -0.38 11.42 5.66
O -0.29 10.90 4.29
C -0.69 9.58 4.10
C -2.22 9.52 4.06
N -2.79 10.08 2.82
C -4.13 10.41 3.18
C -4.81 11.08 1.90
O -4.11 12.18 1.29
C -4.26 12.11 -0.14
H -1.28 11.19 6.22
H -0.25 12.51 5.66
H 0.31 10.89 6.32
H -0.33 8.91 4.87
H -0.31 9.21 3.15
H -2.55 9.98 5.00
H -2.69 8.54 4.13
H -2.17 10.84 2.59
H -4.02 11.15 3.97
H -4.48 9.43 3.50
H -5.70 11.48 2.38
H -5.24 10.37 1.19
H -5.24 12.37 -0.52
H -4.08 11.06 -0.36
H -3.57 12.79 -0.64

Bottom line: A, by a margin of 0.2484 hartree.

--- A ---
This record from the Open Molecules 2025 dataset describes the ion C2H7N2P2 with charge +1. The level of theory is ωB97M-V/def2-TZVPD.

Results
total charge	+1
frontier orbital gap (spin up / spin down)	0.239 / 0.240	Ha
LUMO energy (spin up / spin down)	-5.24 / -5.24	eV
SMILES	[H]/P=C(N)/P=C/[NH3+]

CARTESIAN COORDINATES (ANGSTROEM)
H -3.83 -0.86 0.40
P -3.20 0.48 -0.08
C -1.56 -0.16 -0.02
N -1.38 -1.51 0.04
P -0.31 1.09 -0.17
C 1.24 0.27 0.04
N 2.33 1.21 0.06
H -0.61 -2.00 -0.46
H -2.03 -2.13 0.46
H 1.54 -0.79 -0.29
H 2.07 2.04 0.50
H 2.63 1.49 -0.98
H 3.12 0.88 0.50

--- B ---
This record from the Open Molecules 2025 dataset describes a structure of composition C2H7N2P2. The level of theory is ωB97M-V/def2-TZVPD.

Results
total charge	+1
frontier orbital gap	0.354	Ha
LUMO energy	-4.85	eV

CARTESIAN COORDINATES (ANGSTROEM)
C 1.98 0.97 0.21
C 0.50 1.16 0.04
N -0.73 -1.23 -1.41
N -0.62 -1.14 1.23
P 2.51 -0.63 0.19
P 0.32 -0.71 -0.12
H 2.59 1.75 0.25
H 0.15 1.36 0.98
H 0.14 1.71 -0.86
H -0.83 -2.24 -1.36
H -0.49 -1.14 -2.41
H -0.13 -1.73 1.89
H -1.50 -1.36 0.81

Bottom line: B, by a margin of 0.0935 hartree.

--- A ---
This record from the Open Molecules 2025 dataset describes a cluster of 2 separate species, C2H10NO in total. The level of theory is ωB97M-V/def2-TZVPD.

Results
total charge	+1
frontier orbital gap	0.421	Ha
LUMO energy	-3.68	eV

CARTESIAN COORDINATES (ANGSTROEM)
C -0.76 -0.81 -0.23
C -0.43 0.44 -1.05
N -0.48 1.69 -0.16
H -0.61 -0.61 0.83
H -1.84 -0.90 -0.27
H -0.08 -1.60 -0.51
H 0.57 0.46 -1.45
H -1.15 0.58 -1.84
H -0.71 2.54 -0.69
H 0.45 1.76 0.27
H -1.13 1.55 0.61
H 2.11 -2.24 0.92
H 2.31 -1.39 2.18
O 1.75 -1.47 1.38

--- B ---
This record from the Open Molecules 2025 dataset describes a cluster of 2 separate species, C2H10NO in total. The level of theory is ωB97M-V/def2-TZVPD.

Results
total charge	+1
frontier orbital gap	0.398	Ha
LUMO energy	-3.82	eV

CARTESIAN COORDINATES (ANGSTROEM)
C 1.47 1.38 1.35
O 0.86 0.52 0.43
H 0.85 0.80 -0.50
H 1.43 0.89 2.33
H 2.51 1.47 1.06
H 0.92 2.29 1.71
C -0.61 -1.21 -1.37
N -1.60 -0.70 -0.40
H -2.51 -1.19 -0.46
H -1.35 -0.74 0.60
H -1.71 0.31 -0.46
H -0.79 -2.26 -1.65
H 0.43 -1.22 -0.96
H -0.62 -0.68 -2.33

Bottom line: A, by a margin of 0.0325 hartree.